# 1
Entry from the Open Molecules 2025 dataset: a cluster of 9 separate species, C30H68BN11O11 in total in a non-equilibrium geometry (ωB97M-V with the def2-TZVPD basis set).

Results
Spin multiplicity: 1
Energy relative to the best compared isomer or geometry (same formula, charge and spin) (eV): 0.0000
F_max (eV/A): 1.7

Structure (XYZ):
```
121
Properties=species:S:1:pos:R:3:forces:R:3
C -0.191 0.073 3.820 0.2 -0.2 0.1
B -0.177 -1.326 3.104 0.0 0.0 0.1
O 0.963 -2.128 3.214 -0.3 0.1 0.2
C -1.367 -1.870 2.213 0.1 0.1 -0.2
C -2.284 -0.771 1.667 -0.3 -0.1 -0.5
N -3.522 -0.614 2.445 0.1 0.7 0.5
C -3.652 -1.308 3.585 -0.2 -0.2 -0.4
N -4.102 -0.722 4.709 -0.8 0.5 -0.1
N -3.360 -2.594 3.594 1.3 0.1 1.0
C -3.567 -3.310 4.953 0.1 -0.1 0.6
O -4.345 -4.243 4.887 0.2 0.1 0.0
O -2.882 -2.808 5.874 -0.3 -0.3 -0.5
C -2.088 -3.003 2.981 -0.1 -0.3 -0.5
H 0.461 0.046 4.695 0.0 0.1 0.0
H 0.234 0.820 3.136 -0.1 0.0 0.0
H -1.192 0.390 4.117 0.0 0.1 -0.1
H 0.897 -2.773 3.924 0.2 -0.1 -0.1
H -0.887 -2.340 1.347 0.0 0.0 0.0
H -1.774 0.195 1.728 0.1 0.0 0.0
H -2.526 -0.924 0.616 -0.1 -0.3 0.1
H -3.778 0.362 2.560 0.1 -0.1 -0.1
H -4.784 0.013 4.671 0.3 0.3 -0.1
H -3.746 -1.053 5.597 -0.2 -0.6 -0.1
H -2.250 -3.875 2.351 -0.2 0.1 -0.1
H -1.461 -3.344 3.812 0.0 0.0 0.0
C 0.136 -1.192 -1.808 -0.1 0.0 0.1
O -0.131 -2.248 -1.251 0.1 0.1 -0.1
N 0.998 -0.283 -1.337 0.0 0.0 0.0
C 1.256 0.967 -2.029 0.0 0.0 -0.1
C 1.691 -0.561 -0.088 0.1 0.0 -0.1
H -0.344 -0.886 -2.754 0.0 0.0 0.0
H 2.317 1.031 -2.283 0.0 0.1 0.0
H 0.994 1.806 -1.389 0.1 0.0 -0.1
H 0.666 1.012 -2.945 0.0 0.0 0.0
H 2.276 -1.478 -0.178 0.0 0.0 0.0
H 0.979 -0.702 0.722 0.0 0.0 0.0
H 2.341 0.277 0.147 0.0 0.0 0.0
C -4.572 -3.700 -0.475 0.2 0.2 -0.3
O -4.219 -2.700 0.127 -0.2 0.0 0.1
N -3.710 -4.591 -0.991 0.0 0.0 0.1
C -4.127 -5.746 -1.756 0.1 0.2 0.2
C -2.294 -4.340 -0.752 -0.2 -0.1 -0.1
H -5.631 -3.930 -0.684 0.0 0.0 0.1
H -3.790 -6.665 -1.278 0.0 0.0 0.0
H -3.707 -5.713 -2.763 0.0 -0.1 0.0
H -5.215 -5.758 -1.824 0.0 0.0 0.0
H -2.096 -4.350 0.319 0.1 0.0 0.0
H -2.008 -3.366 -1.134 0.1 0.0 0.0
H -1.699 -5.111 -1.236 0.0 0.0 0.0
C 1.329 3.552 1.247 0.1 0.0 0.1
O 1.275 2.521 0.592 -0.2 0.1 0.2
N 2.338 4.428 1.190 0.0 0.0 0.0
C 2.367 5.632 1.994 -0.2 -0.2 0.0
C 3.449 4.146 0.284 -0.1 -0.1 0.0
H 0.535 3.841 1.958 0.0 0.0 0.0
H 2.407 6.512 1.353 0.0 0.0 0.0
H 3.241 5.638 2.643 0.0 0.1 0.0
H 1.465 5.677 2.605 0.0 0.0 0.0
H 3.081 4.088 -0.742 0.0 0.0 0.0
H 3.913 3.187 0.527 -0.1 0.2 0.0
H 4.178 4.949 0.369 0.0 0.0 0.0
C -3.826 3.375 2.421 0.1 -0.1 -0.1
O -3.952 2.173 2.597 -0.1 0.2 0.2
N -3.407 3.914 1.270 0.0 0.1 0.0
C -3.270 5.345 1.092 0.0 -0.1 0.0
C -3.078 3.021 0.166 0.0 0.0 0.1
H -4.048 4.112 3.208 0.0 0.0 0.0
H -3.913 5.693 0.282 0.0 0.0 0.0
H -2.237 5.603 0.852 0.0 0.0 0.0
H -3.554 5.857 2.009 0.0 0.0 0.0
H -3.947 2.424 -0.111 0.0 0.0 0.0
H -2.278 2.339 0.453 0.0 0.0 0.0
H -2.757 3.615 -0.686 0.0 0.0 0.0
C 6.099 1.574 1.547 -0.1 0.0 0.0
O 5.341 1.694 0.602 0.2 -0.2 0.0
N 7.272 0.918 1.498 0.1 0.0 0.0
C 8.140 0.801 2.651 0.0 0.0 -0.1
C 7.669 0.308 0.240 -0.1 0.0 0.0
H 5.878 2.001 2.539 0.0 0.0 0.0
H 9.113 1.253 2.449 0.0 0.0 0.0
H 8.291 -0.247 2.915 0.0 0.0 0.0
H 7.688 1.312 3.499 0.0 0.0 0.0
H 7.746 1.063 -0.542 0.0 0.0 0.0
H 6.929 -0.428 -0.076 0.0 0.0 0.0
H 8.632 -0.180 0.370 0.0 0.0 0.0
C -0.983 0.258 -5.711 -0.1 0.0 0.0
O -0.796 1.251 -5.032 0.1 0.0 0.0
N -0.008 -0.558 -6.154 0.0 0.0 0.0
C -0.290 -1.731 -6.956 0.1 0.0 0.0
C 1.370 -0.247 -5.811 -0.1 0.0 0.0
H -1.991 -0.065 -6.020 0.0 0.0 0.0
H 0.057 -2.635 -6.452 0.0 0.0 0.0
H 0.203 -1.662 -7.927 0.0 0.0 0.0
H -1.364 -1.812 -7.115 0.0 0.0 0.0
H 1.503 -0.236 -4.729 0.0 0.0 0.0
H 1.646 0.736 -6.193 0.0 0.0 0.0
H 2.022 -1.001 -6.245 0.0 0.0 0.0
C -4.268 -8.810 -3.220 0.0 0.0 0.0
O -3.151 -8.485 -2.868 0.0 -0.1 -0.1
N -4.946 -9.861 -2.719 -0.1 0.0 0.0
C -6.278 -10.206 -3.168 0.1 0.0 0.1
C -4.306 -10.667 -1.692 0.0 0.1 0.0
H -4.833 -8.256 -3.990 0.0 0.0 0.0
H -6.987 -10.167 -2.339 0.0 0.0 0.0
H -6.295 -11.212 -3.592 0.0 0.0 0.0
H -6.598 -9.501 -3.932 0.0 0.0 0.0
H -4.066 -10.056 -0.822 0.0 0.0 0.0
H -3.376 -11.094 -2.068 0.0 0.0 0.0
H -4.981 -11.467 -1.398 0.0 0.0 0.0
C 4.709 8.349 1.445 0.0 0.0 0.0
O 4.872 7.143 1.428 0.1 0.1 0.0
N 4.985 9.166 0.412 0.0 0.1 0.0
C 4.772 10.596 0.478 0.0 -0.1 -0.1
C 5.517 8.578 -0.807 0.0 0.0 0.1
H 4.309 8.881 2.325 0.0 0.0 0.0
H 4.062 10.916 -0.287 0.0 0.0 0.0
H 5.710 11.133 0.327 0.0 0.0 0.0
H 4.373 10.860 1.456 0.0 0.0 0.0
H 4.819 7.848 -1.215 0.0 0.0 0.0
H 6.457 8.064 -0.603 0.0 0.0 0.0
H 5.685 9.366 -1.537 0.0 0.0 0.0
```
Positions in Å, forces in eV/Å.

---

# 2
Entry from the Open Molecules 2025 dataset: a cluster of 6 separate species, C30H68Br2NO23P6 in total in a non-equilibrium geometry (ωB97M-V with the def2-TZVPD basis set).

Results
Calculated total energy (a.u.): -10164.51463
Net charge: +1
Spin multiplicity: 1
F_max (eV/A): 10.1

Structure (XYZ):
```
130
Properties=species:S:1:pos:R:3:forces:R:3
C 0.268 -1.156 -1.930 0.4 0.3 -0.2
C 1.844 -1.356 -2.319 -1.5 -0.7 -0.8
C 2.304 -2.828 -1.875 0.3 -0.3 -0.9
C 3.764 -2.909 -1.190 -0.3 -0.6 0.0
C 4.057 -1.767 -0.122 0.7 1.1 0.6
C 5.052 -0.570 -0.388 -1.7 0.3 3.4
C 5.817 -0.378 -1.775 0.1 -0.9 -0.7
C 7.415 -0.086 -1.599 -1.2 -0.1 0.8
C 5.101 0.659 -2.791 1.0 0.4 -0.4
C 5.133 2.187 -2.326 -1.6 0.1 -0.8
C 4.620 3.122 -3.536 0.0 0.1 -0.1
C 5.200 0.440 0.811 -1.0 -2.2 0.6
C 6.141 1.735 0.775 1.2 3.6 -0.2
O 5.716 2.904 0.631 0.5 -4.4 0.7
O 7.552 1.599 0.974 -2.9 -0.9 0.1
C 4.447 0.237 2.182 -0.3 -2.7 -4.2
C 3.521 -0.987 2.268 2.9 3.2 -1.2
P 2.611 -1.265 3.943 -2.1 -0.1 1.0
O 1.779 0.153 4.398 2.7 -1.1 -2.0
Br 4.242 -1.647 5.518 -0.2 0.7 -1.0
N 3.359 -1.909 1.158 2.2 3.1 -0.1
Br 2.154 -3.332 1.502 0.6 0.4 -0.4
H 0.202 -0.186 -1.334 -0.4 -1.3 -0.9
H -0.141 -2.020 -1.297 0.7 1.3 -0.8
H -0.401 -1.120 -2.867 1.1 0.2 1.6
H 1.861 -1.299 -3.474 0.3 -0.1 1.9
H 2.504 -0.504 -1.953 -0.9 -1.3 -0.1
H 2.391 -3.447 -2.850 0.0 0.8 1.7
H 1.516 -3.397 -1.251 1.3 1.3 -0.9
H 3.830 -3.947 -0.682 0.1 1.8 -0.5
H 4.519 -2.959 -2.049 -0.8 0.6 1.6
H 5.795 -1.390 -2.335 -0.2 1.5 1.2
H 7.967 -0.538 -2.494 -0.8 0.8 1.5
H 7.577 1.036 -1.495 0.0 -1.6 -0.3
H 7.724 -0.597 -0.612 -0.1 0.8 -1.8
H 5.725 0.601 -3.765 -0.9 -0.1 1.5
H 4.041 0.338 -3.092 1.5 0.5 0.7
H 4.354 2.313 -1.481 1.5 -0.1 -1.1
H 6.160 2.574 -2.022 -1.4 -0.8 -0.2
H 3.588 2.800 -3.935 1.5 0.5 0.8
H 5.336 3.092 -4.430 -0.9 0.0 1.3
H 4.555 4.211 -3.180 0.0 -1.6 -0.5
H 7.938 2.486 1.153 -0.7 -0.4 -0.3
H 4.616 0.988 3.036 -0.4 -1.5 -1.4
H 2.092 0.936 3.872 -0.8 -0.3 0.8
C 13.191 -2.602 -2.032 0.5 0.1 0.0
O 11.908 -2.064 -1.708 0.1 -3.2 -1.5
P 10.755 -3.225 -1.179 -4.7 6.8 5.7
O 9.615 -2.224 -1.271 0.8 -1.1 -1.0
O 11.406 -3.217 0.330 -0.1 -1.4 -0.6
C 11.504 -1.986 1.028 0.6 0.6 0.1
O 9.693 -4.489 -0.695 2.6 -0.8 -2.5
C 10.201 -5.804 -0.923 0.1 -0.5 0.1
H 13.874 -1.775 -2.229 -0.1 0.0 0.0
H 13.582 -3.190 -1.197 0.1 0.0 0.0
H 13.117 -3.228 -2.924 0.2 0.1 0.0
H 10.829 -1.224 0.635 0.0 -0.2 -0.2
H 12.534 -1.621 0.971 -0.1 0.1 0.1
H 11.256 -2.164 2.076 0.0 -0.2 -0.1
H 11.130 -5.952 -0.367 0.0 -0.1 0.0
H 10.382 -5.952 -1.992 0.0 -0.2 0.1
H 9.463 -6.529 -0.584 0.0 0.1 0.0
C -6.568 -0.691 -2.161 -0.7 0.2 0.2
O -5.216 -0.225 -2.132 -0.5 -3.4 -0.8
P -4.185 -0.937 -3.310 5.6 8.3 -0.3
O -2.940 -0.352 -2.662 -0.9 -1.4 0.2
O -4.765 0.079 -4.464 -0.1 -1.5 -0.4
C -4.687 1.479 -4.246 -0.6 0.6 0.3
O -3.259 -1.746 -4.512 -2.7 -1.9 1.5
C -3.927 -2.848 -5.127 -0.1 -0.3 -0.4
H -7.158 -0.088 -1.469 0.1 0.0 -0.1
H -6.988 -0.586 -3.166 -0.1 0.0 0.0
H -6.604 -1.737 -1.851 -0.2 0.1 0.1
H -3.945 1.747 -3.492 0.0 -0.2 0.0
H -5.669 1.850 -3.935 0.1 0.1 0.0
H -4.416 1.959 -5.188 0.0 -0.2 0.0
H -4.842 -2.508 -5.618 0.0 -0.1 -0.1
H -4.171 -3.602 -4.373 0.0 -0.1 -0.2
H -3.265 -3.290 -5.871 0.0 0.1 0.1
C -1.811 5.320 2.355 -0.3 0.5 -0.1
O -1.565 4.198 3.205 1.8 0.2 -3.1
P 0.061 3.635 3.201 -1.3 -3.3 9.5
O -0.310 2.372 3.961 0.2 0.6 -1.7
O 0.509 4.824 4.243 1.0 -0.1 -1.5
C -0.166 4.936 5.487 -0.7 0.4 0.4
O 1.705 3.146 3.070 -1.2 1.3 -2.8
C 2.431 3.775 2.013 0.4 0.2 -0.2
H -2.828 5.670 2.531 0.1 -0.1 0.0
H -1.114 6.132 2.582 0.0 0.0 0.0
H -1.707 5.023 1.310 -0.2 0.2 0.0
H -0.680 4.015 5.771 0.1 0.0 -0.2
H -0.892 5.752 5.430 0.0 -0.1 0.1
H 0.569 5.176 6.257 0.1 0.0 -0.2
H 2.446 4.858 2.155 0.1 0.0 -0.1
H 1.968 3.535 1.051 0.2 0.0 -0.1
H 3.453 3.398 2.019 0.0 0.1 0.0
C -12.738 1.532 0.767 -0.4 -0.1 0.3
O -11.432 1.078 0.411 -1.6 2.3 -2.1
P -10.425 2.276 -0.303 8.3 -4.4 3.6
O -9.385 1.246 -0.709 -1.4 0.6 -0.7
O -10.067 2.891 1.177 -0.6 1.1 -1.0
C -9.514 2.024 2.156 -0.3 -0.6 0.7
O -9.535 3.556 -1.031 -3.6 0.0 -0.5
C -10.315 4.711 -1.342 -0.1 0.5 -0.1
H -13.241 0.739 1.322 0.1 0.0 -0.1
H -12.676 2.421 1.401 -0.1 0.0 0.0
H -13.311 1.759 -0.135 -0.2 -0.1 0.1
H -9.069 1.127 1.720 -0.1 0.1 -0.1
H -10.296 1.732 2.862 0.2 -0.1 0.0
H -8.738 2.567 2.699 -0.1 0.1 -0.1
H -10.760 5.122 -0.433 0.0 0.1 -0.1
H -11.103 4.447 -2.053 0.0 0.2 0.0
H -9.666 5.461 -1.793 0.0 -0.1 0.0
C -5.742 -4.297 3.845 0.1 -0.4 0.0
O -6.901 -3.534 4.176 3.0 1.5 -0.7
P -7.049 -2.047 3.321 -10.1 0.0 0.8
O -8.181 -1.575 4.217 1.8 -0.1 -0.1
O -7.651 -2.829 2.006 1.3 0.8 -0.4
C -8.805 -3.640 2.159 -0.1 -0.8 0.1
O -7.051 -0.574 2.433 3.2 -1.5 0.8
C -5.829 -0.311 1.743 0.3 0.2 -0.4
H -5.812 -5.266 4.341 0.0 0.1 0.0
H -5.684 -4.459 2.764 0.1 -0.1 0.0
H -4.844 -3.780 4.191 0.1 -0.2 0.0
H -9.376 -3.393 3.057 0.2 0.1 0.0
H -8.504 -4.691 2.200 -0.1 0.1 0.0
H -9.446 -3.494 1.288 0.2 0.1 0.0
H -5.624 -1.111 1.026 0.1 0.1 -0.1
H -5.007 -0.237 2.461 0.1 0.1 -0.2
H -5.922 0.634 1.208 -0.1 -0.1 0.0
```
Positions in Å, forces in eV/Å.